--- A ---
{
  "formula": "C6H4N2",
  "method": "wB97M-V/def2-TZVPD",
  "elements": ["N", "C", "C", "C", "C", "C", "C", "N", "H", "H", "H", "H"],
  "positions_angstrom": [[3.0551, 0.9074, 2.0501], [2.2604, 0.2304, 1.5025], [1.3087, -0.6161, 0.9054], [0.2304, -0.1560, 0.1754], [-0.7583, -0.9550, -0.4991], [-1.5954, -0.0341, -1.0713], [-1.0607, 1.2609, -0.7313], [-0.0006, 1.1993, -0.0297], [1.4323, -1.6881, 0.9678], [-0.9158, -2.0355, -0.4433], [-2.4270, -0.2844, -1.7207], [-1.5292, 2.1712, -1.1058]],
  "homo_ha": -0.3658,
  "orbital_gap_ev": 8.3,
  "smiles": "N#C/C=C1/C=CC=N1"
}



--- B ---
{
  "formula": "C6H4N2",
  "method": "wB97M-V/def2-TZVPD",
  "elements": ["C", "C", "C", "N", "C", "C", "C", "N", "H", "H", "H", "H"],
  "positions_angstrom": [[2.0627, -0.1312, -0.0115], [1.5245, 1.0430, 0.0558], [0.0112, 0.7295, 0.2399], [-1.1375, 1.3346, -0.0219], [-2.0513, 0.2208, -0.1103], [-1.5394, -1.0307, 0.1621], [-0.0279, -0.8048, 0.1916], [1.2115, -1.2679, -0.0709], [3.1288, -0.3965, -0.1852], [2.1526, 2.0158, 0.0203], [-3.2258, 0.2067, -0.1743], [-2.1093, -1.9195, -0.0955]],
  "homo_ha": -0.3278,
  "orbital_gap_ev": 7.1,
  "smiles": "C1=CC2=NC=CC2=N1"
}



Most stable to least stable, the ends of the list are A and B.



--- A ---
{
  "formula": "C6H4N2",
  "method": "wB97M-V/def2-TZVPD",
  "elements": ["C", "C", "C", "C", "C", "C", "N", "N", "H", "H", "H", "H"],
  "positions_angstrom": [[-1.4434, 1.3165, 0.0042], [-1.6224, -1.3924, 0.2207], [0.8702, -0.0153, -0.1915], [1.4692, -0.3570, -1.3373], [0.6739, 0.3660, 1.2068], [-0.4203, 0.3064, 0.2545], [-2.1545, 2.1988, -0.2154], [-2.3399, -2.1522, -0.1402], [0.8444, -0.6379, -2.2172], [2.4273, -0.6714, -1.2641], [0.8074, -0.3044, 2.0581], [0.8881, 1.3430, 1.6215]],
  "homo_ha": -0.4089,
  "orbital_gap_ev": 9.5
}



--- B ---
{
  "formula": "C6H4N2",
  "method": "wB97M-V/def2-TZVPD",
  "elements": ["C", "C", "C", "C", "C", "C", "H", "H", "H", "H", "N", "N"],
  "positions_angstrom": [[-1.0009, -1.4199, -1.4820], [-0.6363, -0.2033, -0.8427], [0.8091, -0.2121, -0.7389], [1.2491, 0.5593, 0.4154], [0.3926, 0.9403, 1.4957], [-1.3209, 0.4904, 0.1440], [1.5286, -0.8377, -1.2518], [2.3712, 0.5730, 0.7903], [0.9099, 0.9015, 2.7797], [-2.4802, 0.7255, -0.2935], [-0.8649, -2.4675, -2.3141], [-0.9574, 0.9506, 1.2979]],
  "homo_ha": -0.3538,
  "orbital_gap_ev": 8.8
}



--- C ---
{
  "formula": "C6H4N2",
  "method": "wB97M-V/def2-TZVPD",
  "elements": ["N", "C", "C", "C", "C", "C", "C", "N", "H", "H", "H", "H"],
  "positions_angstrom": [[-3.6642, -0.7267, 0.0195], [-2.7735, -0.0070, -0.1210], [-1.4517, 0.7702, -0.0357], [-0.2425, 0.1412, 0.2962], [1.0091, 0.9195, 0.1898], [2.0612, -0.0804, -0.1686], [1.2383, -1.2819, -0.1405], [-0.0690, -1.1073, 0.4582], [-1.4337, 1.7258, -0.1231], [0.9427, 2.0195, 0.0731], [3.0250, 0.0613, -0.0613], [1.3583, -2.4342, -0.3865]],
  "homo_ha": -0.3451,
  "orbital_gap_ev": 7.5,
  "smiles": "N#C/C=C1/C=CC=N1"
}



Most stable to least stable, the ends of the list are C and A.



--- A ---
{
  "formula": "C5H8N2O3S",
  "method": "wB97M-V/def2-TZVPD",
  "elements": ["C", "C", "C", "C", "C", "N", "N", "O", "O", "O", "S", "H", "H", "H", "H", "H", "H", "H", "H"],
  "positions_angstrom": [[0.8065, 0.2002, 1.9918], [1.3041, -0.8703, 1.3333], [-0.7758, -0.5062, 0.5211], [0.4602, -2.4255, -0.3919], [-1.5572, 1.5120, -1.7870], [-0.4571, 0.3865, 1.5013], [0.3278, -1.2850, 0.4649], [1.0467, 0.9965, -1.0226], [-0.5864, 2.4862, -2.2220], [-0.2323, 2.7047, 0.2428], [-0.1418, 1.7586, -0.8258], [1.2435, 0.8395, 2.7283], [2.2527, -1.3595, 1.3973], [1.3541, -2.3345, -1.0112], [0.5295, -3.3433, 0.2008], [-0.4209, -2.4815, -1.0285], [-2.4926, 1.9404, -1.4575], [-1.6093, 0.6338, -2.4176], [-1.0518, 1.1474, 1.7824]],
  "homo_ha": -0.3258,
  "orbital_gap_ev": 9.6
}



--- B ---
{
  "formula": "C5H8N2O3S",
  "method": "wB97M-V/def2-TZVPD",
  "elements": ["C", "O", "C", "N", "S", "N", "C", "O", "C", "C", "O", "H", "H", "H", "H", "H", "H", "H", "H"],
  "positions_angstrom": [[3.7321, -1.3732, 0.1115], [2.2826, -1.2470, 0.0670], [1.7487, 0.0393, 0.0462], [2.4522, 1.0962, 0.1906], [1.6433, 2.5162, 0.0970], [0.1477, 1.7477, -0.4613], [0.3568, 0.4693, -0.3688], [-0.6135, -0.3994, -0.5413], [-1.9709, -0.1119, -0.6463], [-2.9514, 0.0286, 0.6289], [-4.2728, 0.1352, 0.2639], [3.9241, -0.5604, -0.7075], [4.1084, -2.4633, -0.0101], [4.0596, -1.1031, 1.1967], [-2.5218, -0.8398, -1.3889], [-2.1660, 0.9174, -1.2422], [-2.5444, 0.7722, 1.2517], [-3.0154, -0.8167, 1.3734], [-4.3993, 1.1929, 0.1399]],
  "homo_ha": -0.3236,
  "orbital_gap_ev": 9.5,
  "smiles": "COc1nsnc1OCCO"
}



Most stable to least stable, the ends of the list are B and A.



--- A ---
{
  "formula": "Cl5NP2",
  "method": "wB97M-V/def2-TZVPD",
  "elements": ["N", "P", "P", "Cl", "Cl", "Cl", "Cl", "Cl"],
  "positions_angstrom": [[1.0281, 1.5506, 0.4168], [1.6583, 0.2099, 0.1233], [-1.5790, -0.0944, 0.3286], [1.5738, -1.3846, 1.4387], [3.1917, -0.3115, -1.0834], [-2.1423, 1.7985, -0.0629], [-0.4898, -0.5299, -1.4229], [-3.2408, -1.2387, 0.2619]],
  "homo_ha": -0.3609,
  "orbital_gap_ev": 8.4
}



--- B ---
{
  "formula": "Cl5NP2",
  "method": "wB97M-V/def2-TZVPD",
  "elements": ["Cl", "P", "Cl", "N", "P", "Cl", "Cl", "Cl"],
  "positions_angstrom": [[0.4033, 0.0190, -2.8292], [-1.0164, -0.4195, -1.4956], [-0.2821, -2.0954, -0.6877], [-1.0243, 0.6009, -0.2615], [0.5839, 0.6605, 0.8465], [1.2353, 2.4467, 0.7815], [0.0974, 0.2945, 2.7755], [1.9931, -0.6313, 0.4645]],
  "homo_ha": -0.3166,
  "orbital_gap_ev": 7.9,
  "smiles": "ClP(Cl)N=P(Cl)(Cl)Cl"
}



Most stable to least stable, the ends of the list are B and A.



--- A ---
{
  "formula": "C4H14NO3",
  "method": "wB97M-V/def2-TZVPD",
  "elements": ["O", "C", "C", "N", "C", "C", "H", "H", "H", "H", "H", "H", "H", "H", "H", "H", "H", "H", "O", "H", "H", "O"],
  "positions_angstrom": [[-2.3415, -1.5966, 0.8930], [-1.2596, -1.6993, 1.3898], [-0.1884, -0.5659, 1.1269], [-0.8284, 0.3006, 0.0129], [-1.6142, 1.4338, 0.5028], [1.0332, -1.3249, 0.5261], [-0.8398, -2.5511, 1.9498], [0.1517, 0.1230, 1.8765], [-0.1833, 0.4379, -0.7695], [-1.5189, -0.3789, -0.3317], [-1.0075, 2.2957, 0.7194], [-2.0647, 1.1154, 1.4587], [-2.5611, 1.5565, -0.0251], [0.5790, -2.0097, -0.1890], [1.5998, -1.7392, 1.3625], [1.6894, -0.5984, 0.0603], [0.9568, -0.9357, -3.0401], [1.5644, 0.4152, -2.9037], [0.8651, -0.1398, -2.5189], [2.4943, 2.2542, -0.1345], [1.5357, 1.9702, -1.3978], [1.9380, 1.6373, -0.5684]],
  "homo_ha": -0.5391,
  "total_charge": 1,
  "orbital_gap_ev": 11.5
}



--- B ---
{
  "formula": "C4H14NO3",
  "method": "wB97M-V/def2-TZVPD",
  "elements": ["O", "C", "C", "N", "C", "C", "H", "H", "H", "H", "H", "H", "H", "H", "H", "H", "H", "H", "O", "H", "H", "O"],
  "positions_angstrom": [[0.1796, 0.1772, -1.3143], [0.2720, -0.7437, -0.4618], [-0.9454, -1.2698, 0.4942], [-0.4005, -1.0717, 1.7293], [2.2038, 2.7504, 0.6301], [-2.2743, -0.4397, 0.3454], [1.1885, -1.3510, -0.2691], [-1.1188, -2.3343, 0.1590], [-0.7598, -1.8386, 2.3593], [1.7093, 3.3214, 1.4213], [2.8384, 3.4668, 0.2787], [2.7867, 1.9964, 1.0903], [1.6030, 2.4021, -0.3412], [-1.9508, 0.4805, 0.8303], [-2.8175, -0.2609, -0.5428], [-3.0067, -0.9144, 1.0505], [-1.8670, 0.3668, -4.1980], [-0.6662, 0.5556, -3.1703], [-1.5920, 0.2129, -3.2223], [2.6545, -0.6996, 2.5140], [1.2306, -0.5987, 1.9455], [2.0927, -0.2492, 1.8766]],
  "homo_ha": -0.5296,
  "total_charge": 1,
  "orbital_gap_ev": 4.9
}



Most stable to least stable, the ends of the list are A and B.



--- A ---
{
  "formula": "C4H8N3OS",
  "method": "wB97M-V/def2-TZVPD",
  "elements": ["C", "C", "C", "C", "N", "N", "N", "O", "S", "H", "H", "H", "H", "H", "H", "H", "H"],
  "positions_angstrom": [[-0.7404, 0.1467, 1.5197], [0.7382, -0.9113, -1.9869], [1.5805, 0.3344, 0.4992], [0.4451, 0.5616, -0.4679], [-0.2142, -1.6659, -2.0292], [-0.7826, 0.2358, 0.1942], [-1.8050, -0.0376, 2.2800], [0.4941, 1.7994, -1.0409], [0.8400, 0.2991, 2.1816], [1.6710, -0.6933, -2.4641], [2.0715, -0.6279, 0.3579], [2.3134, 1.1372, 0.4368], [-0.2863, -2.4386, -2.6851], [-1.6340, 0.1198, -0.3369], [-2.7313, -0.1082, 1.8887], [-1.7095, -0.1279, 3.2789], [-0.2505, 1.9766, -1.6259]],
  "homo_ha": -0.4474,
  "total_charge": 1,
  "orbital_gap_ev": 9.0
}



--- B ---
{
  "formula": "C4H8N3OS",
  "method": "wB97M-V/def2-TZVPD",
  "elements": ["C", "C", "C", "C", "N", "N", "N", "O", "S", "H", "H", "H", "H", "H", "H", "H", "H"],
  "positions_angstrom": [[-0.9604, -1.3526, -0.6626], [0.7066, 1.4635, 0.9094], [-0.1419, -1.4029, 1.9886], [1.0437, 2.2490, -0.4092], [0.4332, 0.1272, 0.5354], [-0.1172, -0.2572, -0.6208], [-1.3342, -1.7064, -1.8836], [0.8657, 1.8894, 2.0144], [-1.0567, -2.2736, 0.8779], [0.6323, -1.9281, 2.5303], [-0.6078, -0.6055, 2.5067], [1.5098, 3.2254, -0.0390], [0.0867, 2.4893, -0.6287], [1.6179, 1.7468, -1.0912], [0.4234, -0.0223, -1.4073], [-1.3381, -1.0549, -2.6306], [-1.7629, -2.5871, -1.9897]],
  "homo_ha": -0.4861,
  "total_charge": 1,
  "orbital_gap_ev": 7.7
}



Most stable to least stable, the ends of the list are A and B.